117
Properties=species:S:1:pos:R:3:lowdin_spin:R:1 method="wB97M-V/def2-TZVPD" relative_energy_ev=0.000 e_homo_ev="-12.35 / -12.92" total_charge=+2 spin_multiplicity=2 largest_force_ev_per_a=4.87 s_squared=0.761
Ti 11.46902 13.58979 13.09253 0.819
C 8.49554 17.33126 8.28702 0.001
O 8.67815 18.08860 9.46580 0.013
C 9.17875 17.53033 10.56641 0.020
C 9.42312 18.42122 11.63914 -0.006
C 10.01439 17.98692 12.78544 0.015
C 10.38900 16.62918 12.95929 0.001
C 11.10098 16.18933 14.10288 0.074
C 11.32714 17.09918 15.27638 0.010
O 11.62309 15.00963 14.14894 -0.005
C 10.06543 15.71431 11.90462 0.019
O 10.31469 14.42349 12.03281 -0.013
C 9.48868 16.18367 10.72274 0.004
H 8.19600 18.05139 7.52609 0.000
H 7.70470 16.58488 8.40876 0.000
H 9.42798 16.84602 7.97992 0.000
H 9.14800 19.45531 11.50082 -0.001
H 10.23873 18.69283 13.57067 0.001
H 12.05505 17.87218 15.01790 0.004
H 11.72373 16.53252 16.11860 0.000
H 10.40183 17.59265 15.57726 0.002
H 9.27887 15.46466 9.94117 0.000
C 12.14471 11.88424 17.16837 0.002
N 11.98988 12.27890 15.77314 0.006
P 13.27094 12.62555 14.67409 0.004
C 14.49689 13.33769 15.81930 -0.001
C 15.52290 12.59140 16.39062 0.000
C 16.36202 13.18147 17.31979 0.000
C 16.18767 14.50856 17.67916 0.000
C 15.17221 15.25810 17.10518 0.000
C 14.32984 14.67320 16.17785 0.000
C 14.06770 11.05677 14.19315 0.000
C 13.72811 9.79395 14.65954 0.000
C 14.38415 8.68074 14.16163 0.000
C 15.36743 8.81878 13.19556 0.000
C 15.71057 10.07912 12.72656 0.000
C 15.06465 11.19386 13.22644 0.000
P 10.54594 12.04141 14.86810 -0.002
C 10.20198 10.26252 15.14499 -0.002
C 10.51479 9.31607 14.17411 0.000
C 10.39341 7.96418 14.44178 0.000
C 9.96462 7.53874 15.68765 0.000
C 9.64792 8.47291 16.66053 0.000
C 9.76997 9.82637 16.39808 0.000
C 9.27640 12.88860 15.85537 -0.001
C 9.57908 14.15012 16.36179 0.000
C 8.59881 14.91879 16.96018 0.000
C 7.30994 14.41978 17.08002 0.000
C 7.01115 13.14542 16.62208 0.000
C 7.98198 12.39057 15.98402 0.000
H 12.24614 10.80309 17.30170 0.000
H 11.26621 12.21886 17.72632 0.000
H 13.02611 12.36997 17.59033 0.000
H 15.66112 11.55544 16.11406 0.000
H 17.15162 12.59821 17.77109 0.000
H 16.84234 14.95823 18.41117 0.000
H 15.03930 16.29443 17.38340 0.000
H 13.53630 15.24580 15.71461 0.000
H 12.96571 9.67442 15.41593 0.000
H 14.12272 7.70101 14.53303 0.000
H 15.87118 7.94449 12.80724 0.000
H 16.48408 10.19234 11.97862 0.000
H 15.33444 12.19181 12.89040 0.000
H 10.87242 9.62767 13.20252 0.000
H 10.63982 7.24330 13.67452 0.000
H 9.88024 6.48294 15.90091 0.000
H 9.30451 8.14276 17.63028 0.000
H 9.52533 10.54222 17.17156 0.000
H 10.59924 14.50762 16.30295 0.000
H 8.84128 15.90135 17.34007 0.000
H 6.54467 15.01889 17.55069 0.000
H 6.01776 12.74130 16.76037 0.000
H 7.74782 11.40750 15.59631 0.000
S 11.26292 11.49247 11.71399 -0.003
C 9.62010 11.86640 11.63724 0.003
N 8.99810 11.76685 10.41659 0.005
C 7.68785 12.09764 10.27270 0.006
C 6.98680 12.51455 11.37231 0.004
C 7.65818 12.54193 12.60645 0.006
N 8.94206 12.23193 12.72522 0.012
H 9.55222 11.41998 9.63427 0.000
H 7.25621 12.01378 9.28588 0.000
H 5.94469 12.78124 11.30520 0.000
H 7.15020 12.82003 13.51954 0.000
C 14.91731 10.19536 8.00248 0.000
Si 13.64774 11.55920 8.36692 -0.001
C 11.83256 10.94299 8.35732 0.000
C 13.71484 12.98944 7.11183 0.000
C 14.01328 12.23429 10.13428 -0.002
Te 12.69570 13.88438 10.56050 -0.006
C 14.18129 15.39161 10.05438 0.003
Si 15.57135 15.77636 11.33029 0.001
C 16.38257 17.40141 10.78147 0.000
C 14.70775 15.98669 13.02001 0.004
C 16.87855 14.39573 11.51490 0.000
H 14.74845 9.79370 7.00782 0.000
H 14.86163 9.36881 8.70757 0.000
H 15.93437 10.58318 8.02492 0.000
H 11.63356 10.32090 7.48687 0.000
H 11.16829 11.80901 8.30648 0.000
H 11.60150 10.35374 9.24287 0.000
H 13.37986 12.64871 6.13483 0.000
H 14.71957 13.38353 6.98281 0.000
H 13.06440 13.80918 7.42096 0.000
H 15.04129 12.57552 10.21245 0.000
H 13.84544 11.46163 10.88378 0.000
H 13.60847 16.30371 9.87238 0.000
H 14.59949 15.07654 9.09861 0.000
H 15.66451 18.20169 10.62017 0.000
H 16.93568 17.27066 9.85397 0.000
H 17.09042 17.74192 11.53355 0.000
H 14.13974 16.91522 13.07714 0.000
H 15.44353 16.00687 13.82245 0.000
H 14.02228 15.15414 13.22049 0.004
H 16.64360 13.48717 10.96663 0.000
H 17.01461 14.12969 12.56234 0.000
H 17.84238 14.74399 11.14963 0.000

=====

117
Properties=species:S:1:pos:R:3:lowdin_charge:R:1 method="wB97M-V/def2-TZVPD" e_homo_ev=-4.59 total_charge=-1 largest_force_ev_per_a=0.81
Mg -0.36568 0.55145 -0.07064 0.481
C -3.29247 2.51453 2.69409 -0.027
C -3.37951 2.32293 1.20752 -0.286
N -2.87657 3.23568 0.47677 0.076
N -3.15279 3.26320 -0.86000 -0.062
C -2.33770 2.86093 -1.74329 -1.036
S -0.66843 2.35276 -1.66409 0.587
S -2.98248 3.08952 -3.42670 0.846
C -4.66199 2.45324 -3.24608 -0.450
C -4.91218 1.01066 -3.60605 -0.270
C -6.22277 0.62809 -3.88735 -0.060
C -6.53710 -0.68386 -4.19953 -0.103
C -5.53144 -1.64110 -4.24005 -0.109
C -4.22700 -1.26755 -3.95870 -0.088
C -3.91461 0.04727 -3.63841 -0.048
C -4.13389 1.11747 0.75661 -0.115
C -5.51088 1.05078 0.93494 -0.055
C -6.24390 -0.05931 0.54024 -0.124
C -5.57059 -1.12704 -0.04596 -0.112
C -4.20058 -1.09233 -0.21400 -0.030
C -3.43760 0.02407 0.18702 -0.376
O -2.14783 0.04500 0.07264 -0.201
H -2.75226 3.43213 2.92902 0.073
H -2.81908 1.65285 3.16326 0.059
H -4.30356 2.58393 3.10666 0.078
H -5.29847 3.08435 -3.87015 0.068
H -4.94339 2.64501 -2.20816 0.070
H -7.00862 1.37539 -3.85251 0.108
H -7.56382 -0.95943 -4.40902 0.093
H -5.76433 -2.66975 -4.48767 0.092
H -3.44010 -2.00940 -3.98354 0.089
H -2.89370 0.33225 -3.40812 0.092
H -6.02057 1.90064 1.37912 0.108
H -7.31645 -0.09009 0.68346 0.083
H -6.12523 -1.99175 -0.39280 0.093
H -3.67438 -1.91463 -0.68500 0.106
C -2.01728 -1.18479 3.03408 -0.076
O -1.62488 0.16866 3.00960 -0.223
C -0.28715 0.38907 3.36188 -0.196
C 0.03003 1.82989 3.06378 -0.181
O 0.08356 2.04886 1.66290 -0.260
C 0.15704 3.43353 1.31868 -0.105
H -1.92085 -1.60623 4.04422 0.089
H -1.42260 -1.78411 2.33510 0.089
H -3.05823 -1.22208 2.72265 0.094
H 0.39431 -0.26756 2.79969 0.118
H -0.13368 0.20160 4.43586 0.136
H 1.00048 2.09558 3.51024 0.102
H -0.74278 2.46090 3.51209 0.116
H -0.34736 4.03695 2.07640 0.091
H -0.34903 3.57061 0.36451 0.000
H 1.20447 3.73897 1.23670 0.080
C -0.55178 -2.34326 -2.86413 -0.057
C 0.75557 -2.67403 -2.15233 -0.370
C 1.59287 -3.66728 -2.96311 -0.055
C 0.53679 -3.21175 -0.75161 -0.122
C -0.35315 -4.25841 -0.52965 -0.032
C -0.48861 -4.82563 0.72499 -0.075
C 0.28967 -4.37129 1.77694 -0.047
C 1.18823 -3.32421 1.60312 -0.132
C 2.08356 -2.89400 2.75064 -0.362
C 1.37704 -2.88732 4.10811 -0.073
C 3.30965 -3.81038 2.84861 -0.058
C 1.28241 -2.72966 0.33328 -0.125
N 2.15971 -1.62852 0.12864 -0.014
B 1.79113 -0.22443 -0.07169 -0.335
N 3.13285 0.36314 -0.20250 0.019
C 4.11963 -0.61585 -0.09235 -0.114
C 3.53948 -1.81519 0.07663 -0.080
C 3.55130 1.71389 -0.37018 -0.111
C 3.71605 2.26349 -1.65118 -0.104
C 4.10314 3.60050 -1.73938 -0.039
C 4.40220 4.34949 -0.61621 -0.079
C 4.32381 3.75913 0.63340 -0.048
C 3.88842 2.44580 0.77504 -0.129
C 3.81166 1.82108 2.15917 -0.346
C 5.16341 1.21740 2.56314 -0.054
C 3.38932 2.82400 3.23861 -0.086
C 3.54460 1.53148 -2.98017 -0.355
C 4.17857 0.14323 -3.08687 -0.062
C 2.08056 1.45806 -3.39563 -0.085
H -0.35046 -1.96472 -3.86835 0.086
H -1.10963 -1.57330 -2.32659 0.073
H -1.18718 -3.22736 -2.96453 0.069
H 1.32348 -1.74930 -2.06887 0.099
H 1.04073 -4.59753 -3.12442 0.077
H 2.52287 -3.91269 -2.44626 0.077
H 1.84406 -3.24630 -3.93904 0.076
H -0.94812 -4.63642 -1.35221 0.107
H -1.19815 -5.62857 0.88324 0.098
H 0.19020 -4.83445 2.75153 0.106
H 2.43237 -1.88106 2.53431 0.124
H 1.23976 -3.90257 4.48825 0.073
H 0.39881 -2.41487 4.05907 0.051
H 1.98159 -2.34615 4.83933 0.081
H 2.99145 -4.83709 3.04749 0.081
H 3.96210 -3.49056 3.66486 0.079
H 3.89416 -3.81099 1.93159 0.055
H 5.16481 -0.38287 -0.21349 0.120
H 3.99823 -2.78693 0.14590 0.108
H 4.19707 4.04668 -2.72308 0.110
H 4.71338 5.38220 -0.71506 0.098
H 4.59332 4.33282 1.51079 0.105
H 3.07548 1.01387 2.11538 0.125
H 5.94596 1.97785 2.49662 0.082
H 5.44078 0.38010 1.92608 0.056
H 5.12578 0.85772 3.59475 0.077
H 4.22828 3.45836 3.53389 0.074
H 3.05923 2.29487 4.13526 0.076
H 2.58242 3.47732 2.90230 0.064
H 4.07089 2.16178 -3.70390 0.119
H 3.56882 -0.62048 -2.60631 0.062
H 5.17556 0.10746 -2.64445 0.076
H 4.27127 -0.11780 -4.14416 0.078
H 1.53526 0.79344 -2.72454 0.034
H 1.98368 1.06099 -4.40940 0.083
H 1.58953 2.42931 -3.36121 0.047